[1]
The following is a quantum chemistry calculation of a cluster of 5 separate species, C16H46N4O5 in total at a distorted geometry, from the Open Molecules 2025 dataset.

XYZ file:
```
71
C16H46N4O5 (the ωB97M-V functional and the def2-TZVPD basis)
C 2.85948 0.24916 -0.29159
O 2.30414 1.45254 0.18886
C 3.19797 2.56324 0.26792
C 2.81839 3.56822 1.36274
C 1.40634 4.13185 1.25223
N 3.81297 4.66438 1.46484
H 2.01944 -0.44161 -0.30413
H 3.60294 -0.18152 0.39420
H 3.50800 0.42438 -1.15489
H 4.22830 2.28673 0.52269
H 3.30578 2.93199 -0.75777
H 2.83128 2.96092 2.27069
H 1.24628 4.79609 0.39538
H 1.37860 4.86063 2.06564
H 0.61835 3.38744 1.14542
H 3.41845 5.46585 1.93657
H 4.06952 4.96403 0.53218
C -0.39699 -0.69290 -3.06432
O -0.18050 0.65177 -2.65491
C -0.24160 1.59945 -3.68383
C 0.95125 1.54077 -4.68301
C 2.30855 1.75210 -4.01880
N 0.76897 2.53788 -5.75323
H -0.02122 -0.87252 -4.07370
H -1.46829 -0.90273 -3.09378
H 0.11517 -1.39719 -2.41224
H -1.11986 1.39612 -4.30623
H -0.24434 2.63014 -3.33216
H 1.08614 0.55469 -5.14169
H 2.36619 2.73025 -3.53358
H 3.12042 1.71424 -4.74488
H 2.41775 1.00628 -3.23092
H 1.52101 2.40024 -6.41505
H -0.11275 2.44348 -6.23988
C -2.37712 -2.55782 3.93850
O -1.94924 -1.24416 3.69429
C -0.70076 -1.21973 3.02244
C 0.49809 -0.85657 3.93327
C 1.79564 -0.61799 3.11009
N 0.69626 -1.85198 4.97330
H -3.41933 -2.56658 4.26653
H -1.88360 -2.92456 4.84664
H -2.24476 -3.29118 3.14301
H -0.58556 -2.10805 2.39569
H -0.68589 -0.44842 2.24382
H 0.30665 0.10224 4.42728
H 2.04674 -1.49470 2.50500
H 2.66413 -0.50599 3.76138
H 1.79168 0.21215 2.40297
H -0.18563 -1.98549 5.45188
H 1.33543 -1.56475 5.70396
C -1.48998 -4.29818 -1.60883
O -1.96792 -3.40906 -0.63137
C -3.35915 -3.14301 -0.61166
C -3.59701 -2.07009 0.41797
C -4.99990 -1.91384 0.83051
N -2.98804 -0.80578 0.05396
H -0.40321 -4.33227 -1.54719
H -1.64929 -3.96198 -2.64194
H -1.96894 -5.27679 -1.53326
H -3.55970 -2.66501 -1.57939
H -3.94626 -4.04361 -0.42316
H -3.01826 -2.35848 1.30877
H -5.40287 -2.78183 1.36227
H -5.77024 -1.74850 0.07077
H -5.17477 -1.09555 1.53249
H -1.99794 -0.94044 -0.13671
H -2.86168 -0.15592 0.82322
O -0.51844 0.89828 -0.00509
H -0.21015 1.15910 -0.88975
H 0.28492 0.69019 0.47959
```

Kohn-Sham gap (eV): 9.18
Relative energy (zero: lowest compared OMol25 entry of this formula, charge and spin) (kcal/mol): 43.3
HOMO level (eV): -8.507

Results of the Löwdin charge analysis, in e, for atoms 1 through 4:
1. C -0.107
2. O -0.231
3. C -0.189
4. C -0.420

[2]
The following is a quantum chemistry calculation of a cluster of 5 separate species, C16H46N4O5 in total at a distorted geometry, from the Open Molecules 2025 dataset.

XYZ file:
```
71
C16H46N4O5 (the ωB97M-V functional and the def2-TZVPD basis)
C 2.35237 0.15034 -3.88210
C 1.84604 -0.20678 -2.52871
C 2.59588 0.63607 -1.46746
O 4.00702 0.24251 -1.53719
C 4.87236 1.30536 -1.16097
N 0.33975 0.11545 -2.52469
H -0.07162 -0.52651 -3.07197
H 0.20327 -0.27534 -1.48038
H 0.26491 1.05662 -2.70504
H 2.32583 1.09634 -4.09779
H 1.87809 -0.28740 -4.71650
H 3.31149 -0.10511 -4.01904
H 2.04803 -1.23066 -2.40179
H 2.30417 0.36787 -0.47159
H 2.29626 1.54654 -1.72388
H 4.95573 2.37032 -1.68864
H 5.88435 0.84314 -1.43903
H 5.18683 1.52667 -0.08516
O -0.22108 -0.33428 -0.02800
H 0.09659 -0.63518 0.77018
C -3.58358 3.51017 -1.34382
C -2.47152 2.68290 -0.60710
C -2.84532 2.26266 0.84427
O -2.72079 3.57456 1.56637
C -2.77203 3.26428 2.96517
N -2.19934 1.37462 -1.22964
H -3.59459 4.48313 -0.92849
H -4.35362 3.06704 -1.53090
H -3.04726 3.92419 -2.09248
H -1.36518 3.13390 -0.73731
H -2.20551 1.47854 1.21428
H -3.98010 1.86059 1.06255
H -2.44220 4.02975 3.53040
H -2.03075 2.66699 3.27447
H -3.64414 2.85354 3.30031
H -3.09304 1.00636 -1.19156
H -1.53183 0.95039 -0.82830
C 1.87361 2.85836 2.99782
C 1.27981 1.59957 2.29324
C 0.51880 0.69002 3.24941
O 1.35304 0.25643 4.26359
C 1.13325 -1.04035 4.70927
N 0.40018 2.07849 1.21821
H 2.53572 2.74627 3.89206
H 1.11338 3.56359 3.38089
H 2.43183 3.41390 2.20841
H 1.93697 1.20849 1.76333
H 0.10689 -0.23491 2.85867
H -0.33168 1.14612 3.79325
H 1.74764 -1.21710 5.54911
H 1.45381 -1.76113 4.05617
H 0.06389 -1.23922 5.01030
H -0.38383 2.50066 1.77552
H 0.16494 1.20453 0.77922
C -2.89093 -4.41075 -1.60631
C -1.72703 -3.57015 -0.96074
C -0.32470 -4.05264 -1.35404
O -0.25641 -5.47627 -0.93281
C 1.05807 -5.87832 -1.31864
N -1.91649 -2.12659 -1.20412
H -2.70700 -4.63415 -2.67519
H -3.86901 -3.88818 -1.38216
H -2.84505 -5.47899 -1.22963
H -1.76639 -3.55789 0.11461
H 0.48559 -3.50384 -0.74497
H -0.18714 -3.77536 -2.19057
H 1.18935 -6.95984 -1.25339
H 1.90981 -5.60883 -0.62202
H 1.42307 -5.32099 -2.27939
H -1.11678 -1.61008 -0.73732
H -2.45271 -1.70041 -0.43027
```

Kohn-Sham gap (eV): 8.99
Relative energy (zero: lowest compared OMol25 entry of this formula, charge and spin) (kcal/mol): 265.0
HOMO level (eV): -8.588

Results of the Löwdin charge analysis, in e, for atoms 1 through 4:
1. C -0.033
2. C -0.262
3. C -0.126
4. O -0.162

[3]
The following is a quantum chemistry calculation of a cluster of 8 separate species, C16H47Cl2O16P in total at a distorted geometry, from the Open Molecules 2025 dataset.

XYZ file:
```
82
C16H47Cl2O16P (the ωB97M-V functional and the def2-TZVPD basis)
C -2.86260 -0.71596 5.66812
O -1.96870 -0.15982 4.70650
P -0.45322 0.35542 5.02750
O 0.38959 0.62306 3.84636
O -0.70461 1.61589 5.95053
C -1.89681 2.40793 5.92327
O 0.11605 -0.75917 6.07179
C 0.66868 -1.97955 5.56796
H -3.15407 -1.71508 5.34425
H -3.77714 -0.12862 5.75034
H -2.45302 -0.66835 6.67711
H -2.57447 2.15923 5.10655
H -1.42996 3.35624 5.65709
H -2.43614 2.56365 6.85760
H 0.50350 -2.13114 4.50127
H 0.32775 -2.85670 6.11793
H 1.71683 -1.93035 5.86300
C 1.34492 2.41013 1.33765
C 1.32423 3.56432 0.28628
O 1.98806 3.22932 -0.89791
O 0.24571 1.57846 1.24994
H 1.39142 2.88629 2.31704
H 2.22013 1.76406 1.26911
H 1.79318 4.44827 0.71850
H 0.30788 3.85313 0.01848
H 1.36746 2.64946 -1.34538
H 0.18598 1.15411 2.10898
C 4.10716 -1.31214 -0.38907
C 5.55644 -1.37256 -0.93338
O 6.36739 -0.17158 -0.84772
O 3.31174 -0.54137 -1.29153
H 3.99995 -0.86665 0.59995
H 3.60381 -2.27676 -0.45421
H 5.69594 -1.71433 -1.95897
H 6.01393 -2.16186 -0.33690
H 6.70341 -0.04216 0.04219
H 3.45723 0.37676 -1.05182
C 0.36978 1.72460 -4.43026
C 0.93528 0.94630 -3.24936
O 0.32189 1.30466 -2.07011
O 0.67354 3.11220 -4.34160
H -0.71894 1.67190 -4.42804
H 0.75145 1.36165 -5.38457
H 1.98232 1.24543 -3.20104
H 0.82806 -0.12950 -3.38809
H -0.53385 0.87820 -1.98388
H 0.31626 3.41179 -3.50243
C -2.86547 -0.72290 -2.75322
C -4.02296 -0.07896 -3.57826
O -4.32396 -0.87583 -4.68149
O -2.24407 0.20931 -1.90844
H -2.08141 -1.01676 -3.45107
H -3.16129 -1.63298 -2.23135
H -3.69105 0.92342 -3.84875
H -4.92283 0.06717 -2.98079
H -3.77231 -0.63856 -5.43048
H -2.78742 0.25225 -1.11817
C 2.09454 -3.16667 -3.76020
C 0.93521 -4.21570 -3.64272
O 0.36069 -4.51731 -4.94291
O 3.28846 -3.82067 -3.99476
H 2.11960 -2.44947 -2.93977
H 1.90979 -2.50038 -4.60284
H 0.08553 -3.78887 -3.10983
H 1.26020 -5.11088 -3.11251
H 0.92819 -5.09779 -5.45535
H 3.94392 -3.14284 -4.17509
C -3.19405 0.83992 1.41300
C -2.75717 2.30117 1.24135
O -1.97384 2.48932 0.06732
O -4.04564 0.37176 0.34191
H -3.79206 0.79972 2.32342
H -2.29468 0.23902 1.54771
H -2.27443 2.56722 2.18171
H -3.67105 2.89308 1.19060
H -1.11467 2.12651 0.29488
H -4.95537 0.65609 0.45659
C 0.17765 -1.27200 0.26723
Cl 1.10502 -1.57818 1.72687
Cl -0.28318 -2.81040 -0.46451
H -0.70470 -0.65098 0.42177
H 0.80123 -0.66695 -0.39092
```

Kohn-Sham gap (spin up / spin down) (eV): 1.66 / 9.34
Expectation value of S²: 0.7503
2S+1: 2
Net charge: -1
HOMO level (spin up / spin down) (eV): 0.438 / -7.269

Results of the Löwdin charge analysis, in e, for atoms 1 through 4:
1. C -0.245
2. O -0.280
3. P 0.454
4. O -0.258